Here is a structure of composition C27H20BrCuIO4P from the Open Molecules 2025 dataset. Energies are from ωB97M-V/def2-TZVPD.

The calculation puts the LUMO energy (alpha / beta) at 2.4 / 1.7 eV. The expectation value of S² is 0.756. For the relative energy (zero: lowest compared OMol25 entry of this formula, charge and spin), the calculation gives 0.742 eV. The value obtained for the HOMO-LUMO gap (alpha / beta) is 7.2865 / 7.3714 eV.

```
! wB97M-V def2-TZVPD RIJCOSX def2/J DEFGRID3
* xyz -1 2
Cu -0.07343 -0.31102 0.13160
O -0.00518 0.36316 4.29603
C -0.25595 1.00578 3.28334
O -0.78208 0.62501 2.18472
C 0.09086 2.48831 3.19970
C 0.20876 3.25978 4.34949
C 0.41650 4.62734 4.25681
C 0.52710 5.22848 3.00719
C 0.44772 4.45805 1.85715
C 0.23272 3.08263 1.94500
P 0.04910 2.07955 0.39966
C 1.43200 2.84886 -0.59050
C 2.64714 2.88147 0.11065
C 3.83299 3.26040 -0.49903
C 3.84619 3.60691 -1.84430
C 2.66368 3.55692 -2.56107
C 1.47476 3.17435 -1.94433
C -1.60510 2.68811 -0.15204
C -2.62909 2.61150 0.79799
C -3.92743 2.97646 0.47694
C -4.23246 3.42945 -0.80025
C -3.23126 3.49259 -1.75437
C -1.93186 3.11328 -1.43626
H 0.11794 2.76464 5.30851
H 0.48612 5.23084 5.15462
H 0.67379 6.29924 2.93010
H 0.55290 4.92721 0.88557
H 2.66741 2.60764 1.16034
H 4.75012 3.27350 0.07677
H 4.76965 3.90022 -2.32875
H 2.65529 3.80845 -3.61495
H 0.59202 3.12869 -2.55918
H -2.40508 2.23349 1.78760
H -4.70614 2.88761 1.22488
H -5.24745 3.70972 -1.05264
H -3.45997 3.81247 -2.76376
H -1.19817 3.11791 -2.22131
I 2.19582 -2.64722 -0.38733
C 1.83795 -0.57020 0.03726
H 2.32613 -0.02540 -0.76749
H 2.35338 -0.37812 0.97679
Br -8.64838 -0.03465 0.26035
C -6.79679 -0.17016 -0.15596
C -6.36923 0.14658 -1.43581
C -5.01456 0.05252 -1.72662
C -4.10695 -0.35557 -0.75892
C -4.55874 -0.66680 0.51601
C -5.91185 -0.57581 0.82786
C -2.63152 -0.38584 -1.09163
O -2.26124 0.01282 -2.19150
O -1.88089 -0.83254 -0.14845
H -7.08134 0.46565 -2.18494
H -4.63253 0.30808 -2.70706
H -3.83262 -0.96000 1.26402
H -6.27028 -0.81232 1.82056
*
```

=====

Here is a structure of composition C27H20F5N7O2SSeV at a distorted geometry from the Open Molecules 2025 dataset. Energies are from ωB97M-V/def2-TZVPD.

The calculation puts the LUMO energy (alpha / beta) at -0.1 / -2.5 eV. The expectation value of S² is 0.769. For the relative energy (zero: lowest compared OMol25 entry of this formula, charge and spin), the calculation gives 1.091 eV. The value obtained for the HOMO-LUMO gap (alpha / beta) is 5.6347 / 3.0786 eV.

```
! wB97M-V def2-TZVPD RIJCOSX def2/J DEFGRID3
* xyz 0 2
V 1.29280 0.03350 0.51964
C -0.91700 -0.71890 4.03104
C -0.17990 -0.16340 2.84354
N 0.18160 -0.84120 1.76824
N -0.14750 -2.14440 1.61994
C 0.35500 -2.85190 0.58854
N -0.03070 -4.14180 0.45604
S 1.53800 -2.19780 -0.39726
C 0.20780 1.20570 2.77864
C -0.01720 2.16670 3.77864
C 0.29420 3.48530 3.53584
C 0.82150 3.83160 2.29054
C 1.09510 2.82740 1.38184
N 0.82970 1.54550 1.61254
H -1.55870 -1.55680 3.77094
H -0.22090 -1.05140 4.80524
H -1.55440 0.04680 4.46214
H -0.89460 -2.55530 2.18204
H -0.92770 -4.43000 0.81724
H 0.25720 -4.59410 -0.39856
H -0.41910 1.86780 4.73364
H 0.13350 4.23800 4.29314
H 1.03120 4.85690 2.03254
H 1.54860 3.06740 0.42524
O 1.81570 2.28550 -4.28836
C 0.50280 2.41770 -4.04106
C -0.27320 3.08960 -4.98616
C -1.62200 3.28790 -4.77726
C -2.24070 2.78780 -3.63766
C -1.49250 2.09970 -2.70896
C -0.11830 1.91690 -2.88046
C 0.63520 1.25650 -1.81096
O 0.07870 0.57960 -0.89726
N 1.95860 1.44710 -1.76656
N 2.43780 0.90090 -0.65166
C 3.69880 1.06670 -0.32896
C 4.02370 0.53620 0.94244
C 5.25450 0.68900 1.60024
C 5.41850 0.14170 2.85224
C 4.35140 -0.55330 3.42054
C 3.15860 -0.63830 2.72954
N 2.97600 -0.10840 1.52564
H 2.24600 1.87840 -3.50536
H 0.22310 3.45950 -5.86976
H -2.19530 3.85170 -5.49726
H -3.29690 2.94510 -3.48086
H -1.94540 1.70410 -1.81136
H 4.39170 1.60370 -0.96586
H 6.03650 1.25810 1.12674
H 6.34550 0.25290 3.39354
H 4.43600 -1.02070 4.38674
H 2.31400 -1.14740 3.18164
F -6.03900 -5.34850 -2.95246
C -5.23500 -4.36150 -2.52756
C -4.57400 -4.46640 -1.30756
F -4.77320 -5.54220 -0.52726
C -3.69890 -3.46950 -0.91746
F -3.03110 -3.60130 0.25874
C -3.43890 -2.33880 -1.69496
Se -2.12620 -1.09330 -1.21346
C -4.16960 -2.23030 -2.88526
F -4.01120 -1.14030 -3.64796
C -5.04030 -3.22130 -3.30456
F -5.69960 -3.10010 -4.46516
*
```